{"formula": "C16H8Co2N2O6", "method": "ωB97M-V with the def2-TZVPD basis set", "e_homo_ev": -1.83, "gap_ev": 6.77, "energy_ha": -3940.9602, "total_charge": -2, "e_above_lowest_kj_mol": 0.0, "max_force_ev_per_a": 5.39, "species": ["C", "C", "C", "C", "C", "C", "N", "C", "N", "H", "H", "H", "H", "H", "O", "C", "Co", "C", "O", "C", "O", "C", "C", "C", "Co", "C", "O", "C", "O", "C", "O", "H", "H", "H"], "coordinates": [[-4.422498, -4.004855, -0.767023], [-3.203666, -4.691924, -0.797574], [-2.018539, -3.969507, -0.677428], [-2.079150, -2.515922, -0.484536], [-3.304821, -1.849921, -0.476248], [-4.475413, -2.609072, -0.614624], [-0.797031, -2.085751, -0.317298], [0.004341, -3.182245, -0.441847], [-0.698497, -4.339767, -0.658092], [-5.351856, -4.566677, -0.863593], [-3.131641, -5.771241, -0.905468], [-3.302579, -0.766416, -0.362535], [-5.447788, -2.114088, -0.600618], [1.087376, -3.122536, -0.372355], [1.876585, 3.615241, -3.201722], [2.148885, 3.480646, -2.087536], [2.579746, 3.284873, -0.392364], [3.714135, 1.954398, -0.674376], [4.506797, 1.143993, -0.899734], [3.486346, 4.783379, -0.355662], [4.093475, 5.765716, -0.332842], [0.749206, 2.926897, 0.242392], [0.370536, 1.593411, 0.347671], [-0.320868, 0.589076, -0.201617], [1.603674, 2.071636, 1.569273], [2.516969, 0.552268, 1.514687], [3.109973, -0.440506, 1.508242], [0.786385, 1.802401, 3.133008], [0.284188, 1.570857, 4.147867], [3.005774, 3.162369, 2.030406], [3.795329, 3.711378, 2.681019], [0.024514, 3.743419, 0.186405], [-0.292310, -0.398672, 0.249505], [-0.897590, 0.677131, -1.125394]], "forces_ev_per_angstrom": [[0.305, -0.339, -0.015], [-0.051, 0.013, -0.071], [0.629, 1.689, 0.294], [0.834, -1.889, -0.048], [-0.184, -0.107, 0.008], [0.378, 0.372, 0.017], [0.890, -0.900, -0.264], [-3.578, -0.148, -0.194], [0.826, -0.114, 0.072], [0.125, 0.094, 0.022], [-0.272, 0.008, -0.034], [-0.229, -0.164, 0.035], [0.199, -0.069, -0.015], [-0.240, -0.099, -0.001], [0.465, 0.013, 0.605], [-1.239, -0.268, 0.078], [0.699, -0.342, -1.133], [0.865, -1.012, -0.223], [-0.556, 0.614, 0.136], [-0.170, 0.865, 1.187], [0.143, -0.131, -0.340], [-1.555, 1.276, -2.004], [-2.194, -0.372, -3.005], [0.741, 0.768, 1.195], [3.765, -0.171, 3.857], [1.032, -2.044, -0.046], [-0.849, 1.307, -0.006], [-0.619, 0.613, 0.552], [0.507, 0.039, -0.957], [-0.584, 0.218, 0.969], [-0.192, -0.253, -0.818], [0.131, -0.161, 0.277], [-0.185, 0.531, -0.300], [0.164, 0.164, 0.170]]}

=====

{"formula": "C16H8MnN6O9", "method": "ωB97M-V with the def2-TZVPD basis set", "e_homo_ev": [-10.61, -10.73], "spin_multiplicity": 4, "gap_ev": [7.91, 8.26], "energy_ha": -2771.2841, "e_above_lowest_kj_mol": 5.3, "max_force_ev_per_a": 0.76, "species": ["Mn", "O", "C", "O", "C", "C", "C", "C", "C", "N", "C", "O", "O", "H", "H", "H", "C", "C", "N", "C", "C", "N", "C", "O", "O", "C", "O", "O", "H", "H", "H", "H", "H", "O", "N", "C", "C", "N", "C", "N"], "coordinates": [[-0.017881, -0.530434, -0.797797], [3.741044, 0.552842, -1.416761], [2.555443, 0.459712, -1.299395], [1.866121, -0.626831, -0.971657], [1.635723, 1.639790, -1.497279], [1.956380, 2.903467, -1.925784], [0.923936, 3.825326, -2.069497], [-0.384730, 3.467348, -1.758171], [-0.618200, 2.186582, -1.330022], [0.378504, 1.320891, -1.219762], [-1.925365, 1.550537, -0.928842], [-2.944777, 2.178017, -0.878778], [-1.760624, 0.274471, -0.626898], [2.990418, 3.136784, -2.144037], [1.137974, 4.821279, -2.433425], [-1.219168, 4.151274, -1.847254], [0.100929, 1.903364, 2.236384], [0.319717, 0.432361, 2.277836], [0.233632, -0.404963, 1.262724], [0.489046, -1.667299, 1.741522], [0.737437, -1.598279, 3.066853], [0.629813, -0.268417, 3.380949], [1.113225, -2.591726, 4.100798], [1.223729, -3.833941, 3.696222], [1.303564, -2.217809, 5.231874], [0.347415, -2.783518, 0.782904], [0.572195, -3.934690, 1.093493], [-0.064383, -2.376060, -0.392106], [-0.645791, 2.139472, 1.482797], [1.026146, 2.428233, 1.988803], [-0.253512, 2.266905, 3.199608], [0.756460, 0.075915, 4.320754], [0.983890, -3.948735, 2.740770], [-0.357566, -0.900370, -2.561814], [-1.311987, -1.474813, -3.265971], [-2.354451, -2.080416, -2.827895], [-3.229377, -2.588454, -3.863763], [-3.957517, -2.982634, -4.660712], [-2.781855, -2.337766, -1.466125], [-3.195546, -2.567423, -0.420550]], "forces_ev_per_angstrom": [[-0.388, -0.286, 0.582], [0.281, -0.125, -0.004], [-0.476, -0.189, 0.110], [0.149, 0.179, -0.162], [-0.121, -0.379, 0.062], [0.148, 0.309, -0.092], [0.010, -0.020, -0.003], [-0.046, 0.417, -0.117], [-0.074, -0.441, 0.114], [0.256, 0.481, -0.128], [0.170, -0.263, 0.004], [-0.221, -0.003, 0.039], [0.066, -0.173, 0.027], [-0.055, 0.010, -0.020], [0.003, 0.013, 0.037], [0.060, -0.015, -0.010], [0.097, -0.064, 0.011], [-0.057, 0.113, -0.047], [0.014, -0.056, -0.305], [-0.194, 0.144, -0.448], [0.162, 0.046, 0.157], [0.013, -0.002, 0.222], [-0.065, 0.141, 0.190], [0.011, -0.161, 0.205], [0.021, -0.038, -0.071], [-0.082, 0.250, -0.205], [-0.046, -0.065, -0.009], [-0.026, 0.063, 0.117], [-0.048, 0.012, 0.018], [-0.013, -0.027, 0.007], [0.010, -0.005, -0.018], [0.011, 0.042, 0.064], [0.033, -0.088, -0.170], [-0.350, -0.369, -0.566], [0.421, 0.383, 0.052], [0.070, -0.049, 0.430], [-0.080, -0.007, -0.041], [0.183, 0.069, 0.182], [0.089, 0.156, -0.176], [0.063, -0.005, -0.042]]}

=====

{"formula": "C16H9BrF6NO2S", "method": "ωB97M-V with the def2-TZVPD basis set", "e_homo_ev": -4.07, "smiles": "[O-][N+]([O-])=C[C@H](Sc1cc(C(F)(F)F)cc(C(F)(F)F)c1)c1ccc(Br)cc1", "gap_ev": 6.45, "energy_ha": -4391.7462, "total_charge": -1, "e_above_lowest_kj_mol": 11.1, "max_force_ev_per_a": 1.68, "species": ["Br", "C", "C", "C", "C", "C", "C", "N", "O", "O", "C", "C", "H", "H", "H", "H", "H", "H", "F", "C", "F", "F", "C", "C", "C", "C", "F", "F", "F", "C", "C", "S", "C", "H", "H", "H"], "coordinates": [[3.990035, -0.129351, 1.703381], [2.108515, -0.286011, 1.797898], [1.519877, -1.559248, 1.888636], [0.135233, -1.660567, 2.030484], [-0.657825, -0.505327, 2.039080], [-2.084986, -0.549634, 2.375676], [-3.008810, 0.358883, 1.783777], [-4.344863, 0.039953, 1.913035], [-5.289795, 0.828319, 1.598513], [-4.578482, -1.125181, 2.380879], [-0.073893, 0.740720, 1.851005], [1.313471, 0.864932, 1.735843], [2.135221, -2.465222, 1.918991], [-0.339651, -2.618634, 2.171977], [-2.447515, -1.559901, 2.541304], [-2.744284, 1.367128, 1.420878], [-0.674943, 1.633634, 1.864581], [1.771519, 1.849076, 1.670085], [-2.205419, -5.152746, 5.289370], [-1.338773, -4.766865, 6.271436], [-1.947158, -5.007164, 7.478644], [-0.243630, -5.577307, 6.203955], [-0.938868, -3.315465, 6.123696], [0.237609, -2.854246, 6.729299], [0.597376, -1.508332, 6.600041], [1.844729, -1.021198, 7.307056], [2.293669, 0.159218, 6.787674], [1.609785, -0.823556, 8.648847], [2.856035, -1.936205, 7.200816], [-0.180392, -0.616995, 5.871267], [-1.366931, -1.091385, 5.265301], [-2.389312, 0.041312, 4.521401], [-1.752184, -2.447671, 5.407552], [0.838873, -3.521693, 7.347681], [0.060414, 0.432550, 5.782636], [-2.711237, -2.772392, 5.009946]], "forces_ev_per_angstrom": [[0.110, -0.001, -0.003], [-0.980, -0.348, -0.271], [0.180, 0.248, 0.199], [0.196, 0.776, 0.021], [0.161, 0.476, 0.515], [-1.225, 0.198, -0.014], [0.023, 0.190, -0.643], [-0.549, -0.959, 0.264], [1.485, -0.749, 0.250], [-0.520, 1.425, -0.521], [1.318, -0.097, -0.005], [-0.071, -0.362, 0.203], [-0.177, 0.469, -0.056], [0.013, -0.167, 0.016], [-0.166, 0.246, -0.122], [-0.447, -0.836, 0.282], [-0.114, 0.085, 0.049], [-0.034, -0.224, -0.072], [0.674, 0.052, 0.936], [-0.038, 0.189, -0.006], [0.428, -0.069, -0.975], [-0.828, 0.197, 0.113], [0.265, 0.117, -0.002], [-0.161, -0.048, 0.155], [0.144, -0.061, 0.059], [-0.163, -0.027, -0.109], [-0.166, -0.952, 0.658], [0.499, -0.081, -1.052], [-0.521, 0.837, 0.312], [-0.309, -1.144, -0.005], [0.408, -0.409, 1.171], [-0.149, 0.370, -1.062], [0.467, 0.494, 0.126], [-0.095, 0.137, -0.314], [0.096, -0.063, -0.032], [0.244, 0.092, -0.065]]}

=====

{"formula": "C16H9Cl3", "method": "ωB97M-V with the def2-TZVPD basis set", "e_homo_ev": -8.32, "smiles": "Clc1cc2cccc3c2c2c(cccc12)[C@H](Cl)[C@@H]3Cl", "gap_ev": 8.24, "energy_ha": -1995.7273, "e_above_lowest_kj_mol": 9.9, "max_force_ev_per_a": 3.08, "species": ["Cl", "Cl", "Cl", "C", "C", "C", "C", "C", "C", "C", "C", "C", "C", "C", "C", "C", "C", "C", "C", "H", "H", "H", "H", "H", "H", "H", "H", "H"], "coordinates": [[-4.419353, -0.179382, 0.468855], [4.110885, 0.180741, -0.060017], [2.486465, -2.251258, 0.493868], [1.015285, 2.831787, 1.802628], [-1.371320, -2.745860, -1.706553], [1.885907, 2.100213, 0.983396], [-0.013071, -2.471849, -1.606944], [-0.357651, 2.525812, 1.858002], [-2.207831, 1.139642, 1.112578], [-2.311688, -1.881072, -1.074410], [-2.723095, 0.062024, 0.403063], [1.424330, 0.997570, 0.301506], [0.444204, -1.358174, -0.971490], [-0.833359, 1.446106, 1.120258], [-1.849004, -0.784559, -0.304550], [0.047376, 0.633163, 0.398526], [-0.448089, -0.512250, -0.296216], [2.362403, 0.262186, -0.672961], [1.954364, -1.193559, -0.871044], [1.345403, 3.659991, 2.416002], [-1.714292, -3.612871, -2.264667], [2.930212, 2.344444, 0.931500], [0.724427, -3.136033, -1.998973], [-1.012311, 3.170119, 2.437399], [-2.891623, 1.732793, 1.670543], [-3.360291, -2.163394, -1.155658], [2.371540, 0.777461, -1.632445], [2.410179, -1.573793, -1.782197]], "forces_ev_per_angstrom": [[-0.335, -0.315, -0.191], [-0.773, 0.882, -0.680], [-0.192, -0.052, -0.125], [-1.610, -0.090, 0.229], [-1.419, 1.179, 0.779], [-0.480, -0.246, 0.412], [-0.389, -0.122, -0.236], [2.107, 0.824, -0.078], [-1.241, -1.934, -1.118], [1.448, -1.495, -0.624], [0.999, 2.401, 1.645], [0.242, 0.015, -0.282], [0.405, 0.160, 0.345], [-0.016, -0.192, 0.154], [0.383, -1.302, -1.381], [1.227, 0.240, -0.382], [-0.468, 0.138, -0.118], [0.200, -0.600, 1.473], [-0.928, 0.192, -0.015], [0.299, 0.009, -0.180], [-0.013, 0.156, 0.151], [0.230, 0.181, -0.015], [0.231, -0.499, -0.445], [-0.050, -0.266, -0.055], [-0.363, 0.500, 0.372], [0.192, 0.421, 0.188], [0.156, -0.044, 0.004], [0.159, -0.141, 0.173]]}

=====

{"formula": "C17H10Cl2N3O4", "method": "ωB97M-V with the def2-TZVPD basis set", "e_homo_ev": -3.70, "gap_ev": 3.51, "energy_ha": -2039.4275, "total_charge": -1, "e_above_lowest_kj_mol": 0.0, "max_force_ev_per_a": 2.71, "species": ["N", "C", "C", "C", "C", "N", "C", "O", "C", "Cl", "C", "Cl", "C", "O", "C", "C", "O", "C", "C", "C", "C", "C", "N", "C", "C", "O", "H", "H", "H", "H", "H", "H", "H", "H", "H", "H"], "coordinates": [[-3.422651, -2.107154, 3.544195], [-2.468777, -1.552245, 3.166433], [-1.301888, -0.862038, 2.745791], [-1.333236, 0.466850, 2.446914], [-2.533708, 1.219559, 2.502678], [-3.519570, 1.841565, 2.608717], [-0.093995, 1.252812, 2.248417], [-0.153689, 2.450053, 1.971770], [1.183056, 0.506404, 2.442426], [2.596248, 1.453375, 2.347626], [1.200783, -0.805022, 2.823729], [2.635355, -1.646433, 3.164474], [-0.050160, -1.576385, 3.037449], [-0.085029, -2.687977, 3.556798], [-4.930802, -4.711924, 0.699579], [-3.578716, -4.423561, 0.114951], [-3.470665, -2.989780, 0.119909], [-2.267729, -2.540745, -0.302668], [-2.236806, -1.091086, -0.367224], [-1.371416, -0.415006, -1.213579], [-0.155136, -1.039387, -1.656729], [0.721688, -0.362838, -2.495194], [0.506497, 0.878291, -2.948185], [-0.625208, 1.493186, -2.562029], [-1.578391, 0.921948, -1.713168], [-1.349960, -3.327260, -0.569854], [-5.126639, -5.776734, 0.648654], [-4.974231, -4.378124, 1.736723], [-5.714148, -4.183593, 0.155951], [-2.780204, -4.879947, 0.723374], [-3.517574, -4.786191, -0.923548], [-2.993029, -0.544616, 0.198245], [0.053315, -2.050539, -1.340449], [1.634194, -0.857828, -2.830661], [-0.787669, 2.498713, -2.966065], [-2.499068, 1.461909, -1.471759]], "forces_ev_per_angstrom": [[1.671, 0.981, -0.666], [-2.242, -1.240, 0.499], [-0.315, 0.585, -0.222], [0.735, 0.140, 0.518], [-2.340, 1.370, 0.076], [2.003, -1.290, -0.271], [-0.682, 0.939, -0.550], [0.486, -1.418, 0.439], [-0.131, -0.834, 0.554], [0.092, -0.072, -0.138], [-0.145, 0.935, -0.472], [0.282, -0.069, 0.008], [0.075, -1.033, 0.531], [0.388, 1.231, -0.773], [-0.239, 0.046, 0.186], [-0.138, 0.210, 0.097], [0.056, -0.683, 0.021], [1.133, 0.555, 0.108], [-0.862, -0.956, 0.971], [1.645, 0.860, -0.985], [0.071, 0.562, -0.386], [-0.833, -0.044, 0.377], [-0.050, 0.432, -0.159], [-0.191, -0.612, 0.408], [0.393, -0.448, 0.122], [-0.962, 0.303, 0.042], [-0.134, -0.259, 0.086], [0.008, -0.072, 0.026], [0.011, -0.029, -0.090], [-0.190, 0.234, -0.387], [0.208, 0.080, 0.340], [-0.168, -0.237, -0.517], [0.061, 0.142, -0.002], [-0.112, 0.158, 0.063], [0.064, -0.312, 0.161], [0.352, -0.158, -0.011]]}